Density functional theory data (ωB97M-V/def2-TZVPD) for a structure of composition C47H68F6N5O7S3Ta at a distorted geometry.

Positions of all 137 atoms, in Å:
1 Ta 0.02204 0.17201 0.50050
2 C -0.31606 3.74651 1.51160
3 N 0.47774 3.06441 0.48000
4 C 0.11444 3.59531 -0.83950
5 C 1.89664 3.35181 0.73090
6 C 2.83064 2.37191 0.02520
7 N 2.61504 1.00281 0.50050
8 C 3.16374 -0.01689 -0.41440
9 C 2.79154 0.23171 -1.84810
10 C 3.80074 0.31221 -2.78410
11 C 3.53094 0.53511 -4.13190
12 C 2.19814 0.68141 -4.48010
13 C 1.13454 0.61781 -3.58010
14 C 1.42944 0.37561 -2.22000
15 O 0.52764 0.29771 -1.22260
16 C -0.25956 0.75371 -4.17610
17 C -0.49156 -0.52249 -5.00160
18 C -1.35946 0.88171 -3.12450
19 C -0.36166 1.98811 -5.08820
20 C 4.66894 0.62551 -5.12700
21 C 4.17704 0.69621 -6.57290
22 C 5.47984 1.89191 -4.81160
23 C 5.56454 -0.61359 -4.98760
24 C 3.24294 0.85591 1.81890
25 C 2.99224 -0.44689 2.52100
26 C 4.07634 -1.18969 2.93820
27 C 3.91984 -2.30819 3.75050
28 C 2.63644 -2.54339 4.20800
29 C 1.50974 -1.80159 3.85600
30 C 1.66704 -0.78639 2.88440
31 O 0.67814 -0.14109 2.20380
32 C 0.21094 -2.21469 4.53390
33 C -0.76486 -1.03949 4.64450
34 C 0.44204 -2.72249 5.97070
35 C -0.35596 -3.38919 3.72090
36 C 5.11534 -3.13139 4.18220
37 C 5.97384 -2.26339 5.11260
38 C 4.70614 -4.39459 4.94010
39 C 5.94054 -3.55139 2.95910
40 H -0.05286 4.80801 1.56110
41 H -1.37156 3.66291 1.27520
42 H -0.13956 3.29191 2.48410
43 H 0.35984 4.66021 -0.90810
44 H 0.65144 3.06351 -1.62080
45 H -0.95226 3.47691 -1.00230
46 H 2.14214 4.36811 0.39400
47 H 2.06794 3.31941 1.80670
48 H 2.65994 2.40551 -1.05050
49 H 3.86784 2.68241 0.20780
50 H 4.25934 -0.02279 -0.33570
51 H 2.79704 -0.99769 -0.08140
52 H 4.82084 0.17281 -2.46400
53 H 1.96054 0.85631 -5.51360
54 H -0.24806 -1.39869 -4.40910
55 H -1.53146 -0.59309 -5.30650
56 H 0.13664 -0.53629 -5.88780
57 H -1.40416 0.00211 -2.48930
58 H -1.20906 1.77021 -2.51530
59 H -2.32246 0.96201 -3.62220
60 H 0.32034 1.94751 -5.93110
61 H -1.36826 2.05221 -5.49440
62 H -0.15786 2.89911 -4.52920
63 H 3.61124 1.60481 -6.75950
64 H 5.03194 0.70231 -7.24290
65 H 3.56594 -0.16989 -6.81390
66 H 4.85744 2.77921 -4.89800
67 H 5.89964 1.85941 -3.81000
68 H 6.29884 1.98491 -5.51780
69 H 4.97684 -1.51879 -5.11680
70 H 6.33814 -0.59119 -5.74960
71 H 6.05524 -0.65719 -4.02040
72 H 4.33044 0.99721 1.71880
73 H 2.85054 1.64411 2.46530
74 H 5.06514 -0.88329 2.63900
75 H 2.50054 -3.34899 4.90360
76 H -0.45036 -0.38539 5.45550
77 H -0.80586 -0.44799 3.73490
78 H -1.76116 -1.40689 4.87410
79 H 1.11034 -2.06569 6.52180
80 H -0.50976 -2.75529 6.49550
81 H 0.84804 -3.72979 5.98650
82 H -0.53676 -3.10209 2.68850
83 H 0.35714 -4.20939 3.70860
84 H -1.28146 -3.75219 4.15810
85 H 5.38234 -1.90409 5.95000
86 H 6.79354 -2.85599 5.50510
87 H 6.39254 -1.40629 4.59360
88 H 4.22634 -4.15199 5.88350
89 H 4.04134 -5.01259 4.34260
90 H 5.59434 -4.97549 5.16870
91 H 6.36104 -2.69859 2.43400
92 H 6.76434 -4.18029 3.28530
93 H 5.32804 -4.11759 2.26180
94 C -5.84876 4.37931 -1.57310
95 C -4.63566 4.53681 -0.66200
96 C -4.74856 3.67481 0.60230
97 N -4.99806 2.29101 0.26200
98 C -4.12206 1.36401 -0.08090
99 S -2.43986 1.74161 0.07880
100 N -4.53836 0.19501 -0.57920
101 C -5.87836 -0.34879 -0.75230
102 O -6.07366 -0.96259 -1.75730
103 C -6.86626 -0.14009 0.31870
104 C -6.54816 0.21051 1.63570
105 C -7.54596 0.33971 2.58290
106 C -8.87236 0.11361 2.24530
107 C -9.19636 -0.26869 0.95270
108 C -8.20506 -0.40159 -0.00100
109 H -5.78886 5.09611 -2.38600
110 H -6.77126 4.56511 -1.02830
111 H -5.89046 3.38341 -2.00990
112 H -4.54096 5.57661 -0.34850
113 H -3.73006 4.26231 -1.20560
114 H -5.59576 4.01201 1.20200
115 H -3.83756 3.74781 1.19790
116 H -5.97506 2.06891 0.09750
117 H -3.87786 -0.33059 -1.14560
118 H -5.51956 0.35021 1.92960
119 H -7.28456 0.61271 3.59280
120 H -9.64266 0.21941 2.99290
121 H -10.22106 -0.47389 0.68920
122 H -8.44526 -0.71739 -1.00400
123 F -2.25346 -0.65579 1.93860
124 C -2.73206 -1.93489 1.68300
125 F -2.89286 -2.52919 2.83640
126 F -3.92746 -1.74999 1.15100
127 S -1.50266 -2.51659 0.34610
128 O -0.21146 -2.04749 0.83100
129 O -1.63056 -3.89709 0.13330
130 N -1.93356 -1.52579 -0.77770
131 S -2.88536 -2.30969 -1.86940
132 O -3.29156 -1.37449 -2.85500
133 O -3.84686 -3.05099 -1.14610
134 C -1.61046 -3.46349 -2.63710
135 F -1.59846 -3.32249 -3.95110
136 F -0.40166 -3.06339 -2.18230
137 F -1.79146 -4.72599 -2.34410

Net charge: +2
HOMO level: -0.4909 Ha
HOMO-LUMO gap: 0.213 hartree
Largest force on an atom: 3.039 eV Å⁻¹
Calculated total energy: -4482.4860 a.u.

Atomic partial charges in e from the Löwdin method, atoms 1 to 6:
1 Ta 1.966
2 C -0.102
3 N -0.285
4 C -0.094
5 C -0.170
6 C -0.132

***

Density functional theory data (ωB97M-V/def2-TZVPD) for a structure of composition C47H70AsBHfN9O2S2SbSi3 at a distorted geometry.

Positions of all 137 atoms, in Å:
1 Hf -0.75542 0.05585 0.07270
2 C -3.41005 -2.54162 -0.43638
3 C -3.12440 -2.10002 0.95728
4 C -3.75762 -2.54087 2.11085
5 C -3.29601 -1.72267 3.12331
6 N -2.42365 -0.84827 2.61025
7 N -2.28758 -1.07888 1.26171
8 B -1.68148 0.33191 3.29757
9 N -0.19052 -0.02679 3.24296
10 C 0.59658 -0.51548 4.20395
11 C 1.81401 -0.86182 3.65361
12 C 1.68565 -0.57967 2.30142
13 C 2.76634 -0.64140 1.29210
14 N 0.45273 -0.09446 2.03383
15 N -1.87315 1.64757 2.45929
16 C -2.61187 2.69313 2.84298
17 C -2.62215 3.62979 1.82300
18 C -1.85184 3.07393 0.81052
19 C -1.59540 3.62465 -0.54972
20 N -1.36572 1.87935 1.21094
21 N -2.18033 0.60811 4.67792
22 C -1.56360 1.22239 5.73038
23 C -2.52113 1.54782 6.65065
24 C -3.74170 1.12004 6.07742
25 C -5.11486 1.23708 6.64625
26 N -3.53233 0.57724 4.89234
27 H -4.48681 -2.47731 -0.60726
28 H -3.12335 -3.57963 -0.60020
29 H -2.92015 -1.92365 -1.18548
30 H -4.48456 -3.33018 2.19070
31 H -3.56125 -1.68024 4.16257
32 H 0.24627 -0.59399 5.21947
33 H 2.67661 -1.25780 4.15935
34 H 3.55050 -1.32183 1.61536
35 H 3.21459 0.35026 1.18469
36 H 2.41957 -0.94823 0.30157
37 H -3.09636 2.69460 3.80562
38 H -3.12486 4.58100 1.81247
39 H -0.61217 4.08806 -0.61371
40 H -2.33593 4.38538 -0.79126
41 H -1.64262 2.84457 -1.30969
42 H -0.50441 1.42039 5.74390
43 H -2.37489 2.02435 7.60450
44 H -5.07284 1.43284 7.71514
45 H -5.68092 0.32133 6.48492
46 H -5.66071 2.05732 6.17856
47 C -1.76921 1.14803 -5.98383
48 O -1.02231 0.98682 -4.74878
49 C -1.59000 0.33496 -3.75336
50 S -3.07780 -0.29506 -3.71373
51 S -0.31935 0.16559 -2.47494
52 H -1.09373 1.67726 -6.64710
53 H -2.67266 1.72498 -5.79268
54 H -2.02760 0.16774 -6.37924
55 C 4.38764 -3.68333 -2.85171
56 C 3.17293 -3.61726 -3.51783
57 C 2.01300 -3.28738 -2.83058
58 C 2.05581 -3.01843 -1.46364
59 C 3.28158 -3.08588 -0.80164
60 C 4.43960 -3.41446 -1.49191
61 As 0.39058 -2.72534 -0.46208
62 C 0.65827 -3.76687 1.15344
63 C 1.45845 -4.90989 1.13011
64 C 1.56477 -5.70761 2.25877
65 C 0.86937 -5.37917 3.41496
66 C 0.06565 -4.25088 3.43813
67 C -0.03669 -3.44586 2.31234
68 C -0.83974 -3.84223 -1.46873
69 C -1.21021 -5.09284 -0.98604
70 C -2.08503 -5.88328 -1.72184
71 C -2.59656 -5.42892 -2.92776
72 C -2.23108 -4.17826 -3.40655
73 C -1.35793 -3.38677 -2.67773
74 H 5.28619 -3.96093 -3.38565
75 H 3.12095 -3.83775 -4.57554
76 H 1.08227 -3.26530 -3.37642
77 H 3.33914 -2.94799 0.27137
78 H 5.37795 -3.48729 -0.95810
79 H 1.98321 -5.19999 0.23020
80 H 2.18059 -6.59629 2.22986
81 H 0.95055 -6.00800 4.29112
82 H -0.48884 -3.99843 4.33312
83 H -0.67577 -2.57432 2.34748
84 H -0.83944 -5.46056 -0.03785
85 H -2.36598 -6.85807 -1.34633
86 H -3.27731 -6.04945 -3.49453
87 H -2.62654 -3.81985 -4.34822
88 H -1.08797 -2.41186 -3.05831
89 C -4.68835 0.81723 0.60948
90 C -3.88492 1.07216 -0.62396
91 N -4.47854 1.71870 -1.61021
92 O -2.68771 0.71555 -0.77738
93 H -5.58954 1.42502 0.62439
94 H -4.09901 1.02023 1.50164
95 H -4.98239 -0.23182 0.63348
96 H -5.44683 1.98947 -1.54378
97 H -4.01120 1.80002 -2.50136
98 C -0.41078 4.06421 -3.38550
99 Si 1.34606 3.42433 -3.15174
100 C 2.49248 4.87834 -2.85277
101 C 1.76643 2.37969 -4.65596
102 Sb 1.60334 1.76416 -0.99227
103 Si 3.98571 0.77226 -2.02223
104 C 5.01840 -0.01900 -0.66743
105 C 3.47515 -0.47404 -3.33142
106 C 4.99586 2.21902 -2.66110
107 Si 2.15655 3.54576 1.03688
108 C 1.16540 5.12150 0.95335
109 C 1.92734 2.69993 2.68210
110 C 3.94912 3.83803 0.61432
111 H -0.36782 4.57530 -4.35391
112 H -0.73078 4.80245 -2.65396
113 H -1.15901 3.27804 -3.47453
114 H 2.44373 5.50242 -3.75092
115 H 3.54142 4.62550 -2.69473
116 H 2.15059 5.49978 -2.02706
117 H 1.25968 2.84822 -5.50410
118 H 1.38926 1.36101 -4.58401
119 H 2.82568 2.34893 -4.89943
120 H 4.64002 -0.99053 -0.34676
121 H 5.19293 0.61724 0.20018
122 H 5.99751 -0.19312 -1.12544
123 H 2.40292 -0.67113 -3.37316
124 H 3.96678 -1.42553 -3.10644
125 H 3.80159 -0.15027 -4.32029
126 H 5.26350 2.93855 -1.88789
127 H 4.60243 2.74639 -3.52436
128 H 5.93197 1.74482 -2.97882
129 H 0.12950 5.00113 1.26065
130 H 1.20422 5.62177 -0.01112
131 H 1.63479 5.79230 1.68072
132 H 0.91864 2.32242 2.84060
133 H 2.10960 3.48016 3.42934
134 H 2.64445 1.89942 2.86125
135 H 4.06902 4.38267 -0.32429
136 H 4.54396 2.92479 0.58146
137 H 4.36389 4.46287 1.41187

Net charge: +3
2S+1: 2
HOMO level (spin up / spin down): -0.5534 / -0.5651 Ha
HOMO-LUMO gap (spin up / spin down): 0.255 / 0.194 hartree
Largest force on an atom: 1.789 eV Å⁻¹
Calculated total energy: -6689.4830 a.u.

Atomic partial charges in e from the Löwdin method, atoms 1 to 6:
1 Hf 1.330
2 C -0.008
3 C -0.322
4 C 0.029
5 C -0.010
6 N 0.026